ORCA calculation (ωB97M-V/def2-TZVPD) on a 2-piece molecular cluster, CH3O3S overall.

XYZ file:
```
8
Properties=species:S:1:pos:R:3
C 1.07327 0.06123 -0.56543
O -1.17119 0.80700 -1.56316
O -1.38117 -1.09428 -0.08651
O 1.13013 -0.72775 1.21145
S -0.64877 0.13981 -0.42380
H 1.41450 1.06579 -0.48021
H 0.26116 -1.28701 1.16134
H -0.67794 1.03522 0.74633
```

Output
Energy above the lowest of the compared OMol25 structures with the same formula, charge and spin ... 106.2 kcal per mole
DFT total energy ... -18060.2548 eV
E_HOMO ... -3.772 eV
Charge ... -1
Lowest unoccupied orbital energy ... 4.00 eV
Multiplicity ... 1
HOMO-LUMO gap ... 0.286 Eh

=====

ORCA calculation (ωB97M-V/def2-TZVPD) on a 3-piece molecular cluster, CH3O3S overall.

XYZ file:
```
8
Properties=species:S:1:pos:R:3
C -0.34665 -3.01834 1.72998
O -1.14892 -2.07796 1.78554
O -0.93503 -1.36330 -0.91621
O 0.20973 -3.60925 2.67515
S -1.72185 -1.08575 0.32159
H -0.15958 -3.37343 0.68148
H 1.90637 -0.09576 0.18746
H 1.49987 -0.52421 0.83367
```

Output
Energy above the lowest of the compared OMol25 structures with the same formula, charge and spin ... 54.8 kcal per mole
DFT total energy ... -18062.4854 eV
E_HOMO ... -2.522 eV
Charge ... -1
Lowest unoccupied orbital energy ... 3.92 eV
Multiplicity ... 1
HOMO-LUMO gap ... 0.237 Eh

=====

Number 1: molecular weight 95.10 g/mol. Number 2: molecular weight 95.10 g/mol.